[1]
C5H10O as an isolated structure in a non-equilibrium geometry, computed with wB97M-V/def2-TZVPD.

```
16
Properties=species:S:1:pos:R:3:forces:R:3
H 0.8286 0.7433 -1.3464 0.949 0.980 0.740
H -2.4948 1.4871 -1.6557 0.267 -0.050 0.199
H -1.2031 0.4137 -2.2443 -0.041 0.085 0.179
H 0.0890 -1.3909 2.1238 0.267 0.536 -0.518
C 0.4517 -0.9299 -0.0582 -1.023 -0.136 -1.621
C -1.7448 0.7496 -1.3455 -0.013 -0.046 -0.014
H 1.2398 -1.3061 -0.7041 -0.418 -0.338 -0.344
H 1.7846 -1.6536 1.6427 -0.511 0.635 -0.509
O -0.8730 1.3464 -0.3948 0.320 -0.302 0.521
H 0.3664 1.0098 1.7851 0.302 0.762 0.674
C 0.8702 -1.0656 1.4111 -0.259 1.050 -0.869
C 0.4102 0.7456 -0.3321 -0.129 -4.738 1.277
C 1.0311 0.4598 1.1470 0.350 1.977 0.356
H -0.5515 -1.2256 -0.2653 -0.456 -1.196 -0.469
H 2.0725 0.7288 1.1541 0.271 0.648 0.503
H -2.2768 -0.1123 -0.9173 0.123 0.134 -0.105
```
Positions in Å, forces in eV/Å.

Values from the calculation:
Max |F| = 4.9 eV Å⁻¹
HOMO level = -8.0 eV
Kohn-Sham gap = 9.1 eV
Spin multiplicity = 1
ΔE to the lowest compared entry with this formula, charge and spin = 3.735 eV
E_tot = -271.61537 a.u.
LUMO energy = 1.1 eV

List of Löwdin charges in e, atom by atom: 0.13 0.09 0.09 0.10 -0.16 -0.11 0.11 0.10 -0.18 0.10 -0.16 -0.24 -0.14 0.07 0.10 0.08

***

[2]
C2H4INO2 as an isolated structure in a non-equilibrium geometry, computed with wB97M-V/def2-TZVPD.

```
10
Properties=species:S:1:pos:R:3:forces:R:3
N -1.9963 0.2459 -0.8250 1.186 -1.554 1.038
C -1.2521 1.1562 0.0093 2.912 -0.796 0.076
H 0.2891 -0.3304 -0.1196 0.794 -0.076 -0.642
O -1.0615 -1.7911 0.0970 -1.439 1.855 -0.374
H 0.9419 1.2957 0.5076 0.213 0.675 -0.557
O -1.6028 2.2619 0.2779 -1.088 0.400 -0.141
H -0.0452 0.2046 1.4316 0.148 0.438 -0.958
I -3.8110 -0.0827 -0.2492 -0.690 -0.061 0.117
C 0.1424 0.5975 0.3803 -2.096 -0.562 2.087
H -0.8050 -2.1105 -0.7667 0.062 -0.319 -0.647
```
Positions in Å, forces in eV/Å.

Values from the calculation:
Max |F| = 3.0 eV Å⁻¹
HOMO level (alpha / beta) = -9.8 / -9.8 eV
Kohn-Sham gap (alpha / beta) = 6.5 / 6.5 eV
Spin multiplicity = 1
ΔE to the lowest compared entry with this formula, charge and spin = 5.460 eV
E_tot = -581.33124 a.u.
LUMO energy (alpha / beta) = -3.3 / -3.3 eV

List of Löwdin charges in e, atom by atom: -0.38 -0.68 0.02 -0.21 0.07 0.07 0.11 1.05 -0.02 -0.02

***

Among the records above, which one has the highest ΔE to the lowest compared entry with this formula, charge and spin?
C2H4INO2

***

Among the records above, which one has the lowest ΔE to the lowest compared entry with this formula, charge and spin?
C5H10O

***

Which formula does entry 1 have?
C5H10O

***

Please write out number 1 again, unchanged.
C5H10O as an isolated structure in a non-equilibrium geometry, computed with wB97M-V/def2-TZVPD.

```
16
Properties=species:S:1:pos:R:3:forces:R:3
H 0.8286 0.7433 -1.3464 0.949 0.980 0.740
H -2.4948 1.4871 -1.6557 0.267 -0.050 0.199
H -1.2031 0.4137 -2.2443 -0.041 0.085 0.179
H 0.0890 -1.3909 2.1238 0.267 0.536 -0.518
C 0.4517 -0.9299 -0.0582 -1.023 -0.136 -1.621
C -1.7448 0.7496 -1.3455 -0.013 -0.046 -0.014
H 1.2398 -1.3061 -0.7041 -0.418 -0.338 -0.344
H 1.7846 -1.6536 1.6427 -0.511 0.635 -0.509
O -0.8730 1.3464 -0.3948 0.320 -0.302 0.521
H 0.3664 1.0098 1.7851 0.302 0.762 0.674
C 0.8702 -1.0656 1.4111 -0.259 1.050 -0.869
C 0.4102 0.7456 -0.3321 -0.129 -4.738 1.277
C 1.0311 0.4598 1.1470 0.350 1.977 0.356
H -0.5515 -1.2256 -0.2653 -0.456 -1.196 -0.469
H 2.0725 0.7288 1.1541 0.271 0.648 0.503
H -2.2768 -0.1123 -0.9173 0.123 0.134 -0.105
```
Positions in Å, forces in eV/Å.

Values from the calculation:
Max |F| = 4.9 eV Å⁻¹
HOMO level = -8.0 eV
Kohn-Sham gap = 9.1 eV
Spin multiplicity = 1
ΔE to the lowest compared entry with this formula, charge and spin = 3.735 eV
E_tot = -271.61537 a.u.
LUMO energy = 1.1 eV

List of Löwdin charges in e, atom by atom: 0.13 0.09 0.09 0.10 -0.16 -0.11 0.11 0.10 -0.18 0.10 -0.16 -0.24 -0.14 0.07 0.10 0.08